# 1
A structure of composition C30H46N2O9P2SZr. Source: the Open Molecules 2025 dataset; level of theory: ωB97M-V with the def2-TZVPD basis set.

XYZ file:
```
91
Properties=species:S:1:pos:R:3:forces:R:3
Zr 1.200580 -0.092132 -0.625848 0.31 -0.68 -0.80
C -1.400761 5.444138 -0.785399 -0.01 0.03 0.01
C -1.471395 4.627977 -2.051611 0.02 -0.08 0.04
C -0.878455 5.308291 -3.259825 -0.01 0.03 -0.02
O -0.682258 3.390156 -1.797548 0.07 0.04 -0.06
P -1.191449 1.967747 -2.149213 0.25 0.00 0.11
O -0.044360 0.993952 -2.015659 -0.04 0.20 0.11
C -2.453943 1.482716 -0.962648 -0.15 0.10 0.04
P -1.737421 1.041224 0.626667 0.25 0.10 0.00
O -0.731410 -0.085263 0.492376 0.32 0.21 -0.03
O -2.967239 0.736976 1.491627 -0.17 -0.21 -0.10
C -3.195207 0.263171 2.886047 0.04 0.06 -0.07
C -3.738941 1.432853 3.665607 0.00 -0.01 0.04
C -1.942940 -0.349974 3.462965 -0.01 -0.02 0.04
O -1.022602 2.353140 1.083523 -0.03 0.08 0.07
C 0.233962 2.424670 1.859770 -0.03 -0.04 0.03
C -0.010900 3.363893 3.016074 0.02 -0.01 0.03
C 1.330191 2.913895 0.944688 0.20 0.10 -0.12
O -1.898479 1.958579 -3.514147 -0.25 -0.27 -0.04
C -1.442462 1.820777 -4.935371 0.04 0.18 0.12
C -2.050293 0.556343 -5.483612 0.01 -0.03 -0.06
C 0.061929 1.887398 -5.039438 0.02 0.00 -0.06
H -2.010669 6.340568 -0.895755 0.00 0.00 -0.01
H -0.373228 5.754612 -0.592150 0.00 -0.01 0.00
H -1.769602 4.878481 0.069992 0.00 0.00 0.00
H -2.499830 4.317101 -2.254062 -0.01 0.02 0.00
H 0.173355 5.536640 -3.086650 0.00 0.00 0.00
H -1.405615 6.243569 -3.448346 -0.01 -0.01 0.01
H -0.967426 4.688239 -4.151322 0.01 0.00 0.00
H -2.993977 0.617989 -1.355094 -0.01 -0.01 0.03
H -3.175042 2.288195 -0.802850 0.00 -0.01 -0.05
H -3.959345 -0.499013 2.748347 -0.01 0.01 0.01
H -2.987843 2.216238 3.771358 0.00 0.01 -0.01
H -4.023939 1.095528 4.662376 0.00 0.01 0.00
H -4.620673 1.848607 3.182039 0.00 0.00 0.00
H -1.143356 0.387205 3.570406 0.00 0.01 -0.03
H -1.598231 -1.180701 2.849668 0.02 0.00 0.01
H -2.169853 -0.729366 4.459658 -0.01 0.00 -0.01
H 0.457489 1.419593 2.221610 -0.01 0.00 -0.01
H -0.312946 4.345543 2.651192 -0.01 0.00 0.00
H 0.905693 3.478759 3.594736 0.00 -0.01 0.00
H -0.784039 2.980230 3.680216 -0.01 0.01 0.00
H 1.133235 3.934873 0.616389 -0.03 0.00 0.02
H 1.484234 2.339650 0.018908 -0.18 -0.03 0.09
H 2.283604 2.889145 1.472953 -0.03 0.03 0.04
H -1.899840 2.691549 -5.401843 0.00 0.00 -0.01
H -1.533238 -0.329227 -5.110962 -0.01 0.01 0.04
H -1.948166 0.562767 -6.569321 0.01 -0.01 0.00
H -3.110810 0.493009 -5.246137 0.00 0.01 0.00
H 0.535794 1.018608 -4.583525 0.00 0.00 0.01
H 0.460997 2.794501 -4.584560 0.00 -0.01 0.01
H 0.329412 1.903165 -6.096456 0.00 0.00 0.00
C 1.581980 -5.211454 5.642219 0.00 0.01 0.00
C 1.929457 -4.270092 4.527121 0.01 -0.01 0.00
C 3.230794 -4.187819 4.036890 0.00 0.00 0.01
C 3.557401 -3.310264 3.016153 -0.03 0.05 0.05
C 2.555455 -2.510243 2.481219 0.05 -0.03 0.10
C 1.247773 -2.566699 2.952073 -0.03 -0.05 -0.06
C 0.945696 -3.445085 3.972032 -0.01 0.01 -0.01
S 2.961686 -1.461931 1.162299 -0.08 0.23 0.11
O 2.128805 -0.190945 1.321164 0.22 0.00 -0.15
O 4.363269 -1.230839 1.111923 0.01 -0.12 0.03
N 2.311456 -1.965154 -0.205968 -0.39 0.22 0.30
C 1.762643 -3.228481 -0.471382 0.14 0.03 -0.12
C 2.194981 -4.447174 -0.024701 0.07 -0.03 -0.07
C 1.521028 -5.627814 -0.412843 0.03 0.02 0.01
C 0.452887 -5.589104 -1.258270 -0.02 0.00 -0.01
C -0.000467 -4.343462 -1.756234 0.01 -0.03 -0.02
C -1.079913 -4.213130 -2.651868 -0.01 0.01 0.00
C -1.453173 -2.969689 -3.085564 0.02 0.03 -0.01
C -0.759502 -1.850449 -2.614361 0.01 0.00 -0.05
N 0.257932 -1.921900 -1.772879 -0.02 0.08 0.14
C 0.651348 -3.165915 -1.346649 0.02 0.02 -0.04
H 2.419277 -5.858231 5.894091 0.00 0.00 0.00
H 0.731254 -5.837560 5.371733 0.00 0.00 0.00
H 1.304297 -4.652781 6.537502 0.00 0.00 0.00
H 4.001416 -4.814352 4.466729 0.01 0.00 -0.01
H 4.571417 -3.233187 2.646942 0.00 0.00 0.00
H 0.488011 -1.925928 2.522872 -0.01 0.00 -0.01
H -0.066830 -3.498308 4.353337 0.00 0.00 0.00
H 3.070066 -4.525449 0.604542 -0.01 0.02 0.01
H 1.882797 -6.576258 -0.040063 0.00 0.00 0.00
H -0.050139 -6.495701 -1.566842 0.00 0.00 0.00
H -1.600725 -5.099651 -2.992006 0.00 0.00 0.00
H -2.269496 -2.833339 -3.780326 0.00 0.00 0.00
H -1.038634 -0.860254 -2.942476 -0.01 0.00 0.00
C 4.010187 1.259704 -1.606016 -0.03 -0.05 -0.05
O 2.717603 0.703845 -1.442855 -0.55 -0.21 0.41
H 3.930863 2.228648 -2.097912 0.01 0.01 0.01
H 4.609066 0.588703 -2.220012 0.01 0.01 0.00
H 4.485746 1.371155 -0.631453 0.01 0.01 -0.01
```
Forces are in eV/Å.

Properties
Gap between HOMO and LUMO ... 7.902 eV
Relative energy (zero: lowest compared OMol25 entry of this formula, charge and spin) ... 0.535 eV
Total charge ... +2
Calculated total energy ... -83955.6186 eV

---

# 2
A cluster of 3 separate species, C30H47BrClF2IN4O10P2S in total. Source: the Open Molecules 2025 dataset; level of theory: ωB97M-V with the def2-TZVPD basis set.

XYZ file:
```
99
Properties=species:S:1:pos:R:3:forces:R:3
C 4.442106 1.576974 5.272852 -0.46 0.15 0.66
P 3.353428 0.726237 4.085281 0.86 0.05 -1.36
C 3.071996 -1.000080 4.621978 0.26 0.10 0.46
C 1.724318 1.573028 3.872743 -0.15 -0.06 0.59
C 0.932052 2.107977 4.907570 -0.21 0.12 0.18
I 1.516111 1.819552 6.909400 -0.12 -0.10 -0.17
C -0.226353 2.826170 4.617186 0.20 -0.14 -0.01
C -0.640398 2.975150 3.282992 0.15 -0.18 -0.27
C 0.070812 2.384585 2.232129 0.25 0.00 0.08
C -0.367195 2.454046 0.788519 -0.23 -0.64 -0.15
C -1.021688 1.120568 0.312583 -0.41 0.49 0.82
C -2.505862 0.916798 0.663170 0.45 0.04 -0.71
C -2.727463 0.390675 2.071217 -0.33 0.59 0.29
S -3.642654 -1.148827 2.095452 0.54 -0.80 0.12
O -4.334175 -1.387857 0.874407 -0.46 0.38 -0.10
O -2.762155 -2.166614 2.576778 0.10 -0.04 0.25
Cl -5.028090 -0.882696 3.583169 0.04 0.17 -0.19
C 1.279657 1.710112 2.547552 -0.37 -0.68 0.07
P 2.287175 1.063206 1.129062 1.16 1.56 -0.81
N 3.042762 2.278484 0.439343 -0.49 -0.49 0.07
C -1.862280 3.791231 3.017225 -0.01 0.04 0.18
O -2.617703 3.635210 2.094606 -0.08 -0.16 -0.27
C -2.155450 4.873386 4.007977 0.10 0.34 0.07
Br -3.083234 6.364423 3.371403 0.01 -0.19 0.10
C -1.795926 4.706304 5.276900 -0.05 0.70 -0.60
N -2.129277 5.688690 6.270578 0.23 -0.71 0.42
C -3.188266 5.318974 7.100821 -0.09 -0.01 -0.38
O -3.883524 4.385814 6.967857 -0.57 -0.72 -0.27
F -3.403690 6.238115 8.014881 0.18 0.62 0.58
C -0.995428 6.214249 6.952865 -0.18 0.12 -0.26
O -0.551189 5.854374 7.971113 0.18 -0.24 0.93
F -0.455378 7.189657 6.259705 0.24 0.45 -0.66
C -1.073319 3.461946 5.676127 -0.13 0.12 -0.07
O -1.210297 3.053039 6.794942 0.11 -0.14 0.33
H 5.483317 1.349550 5.069314 0.04 -0.17 -0.33
H 4.302256 2.644790 5.122254 0.04 0.16 -0.10
H 4.242311 1.383660 6.320689 0.04 -0.12 0.10
H 3.905886 -1.573141 4.223764 0.12 -0.04 -0.10
H 2.171298 -1.423576 4.192589 -0.24 0.08 0.00
H 3.089844 -1.139609 5.699230 -0.30 0.02 0.17
H -1.036224 3.283081 0.614197 -0.13 0.13 -0.05
H 0.510124 2.619516 0.172504 0.21 0.12 -0.01
H -0.496203 0.325597 0.827841 0.25 -0.43 -0.33
H -0.909376 1.013234 -0.760685 0.23 0.02 -0.13
H -2.885338 0.195069 -0.054656 -0.11 -0.14 -0.01
H -3.046114 1.836127 0.479483 -0.25 0.12 0.19
H -3.256772 1.086510 2.713572 -0.24 0.11 -0.05
H -1.801720 0.163034 2.588046 0.16 -0.27 0.02
H 1.456697 0.383290 0.229001 -0.24 -0.26 0.38
H 3.188869 0.109802 1.597774 -0.55 -0.36 0.23
H 2.739137 2.305725 -0.531133 0.24 0.22 -0.06
C -2.778641 -5.890801 -5.255284 -0.10 0.08 0.05
O -3.806161 -5.732687 -4.296897 0.20 -0.05 -0.07
C -3.841211 -6.756966 -3.308649 -0.31 0.01 0.09
C -3.485216 -6.203649 -1.946399 0.20 0.16 -0.09
N -2.074911 -5.839851 -1.879394 -0.14 -0.01 0.07
C -1.700768 -5.111734 -0.669243 0.18 0.00 -0.21
C -2.295414 -3.724065 -0.460142 0.14 0.00 0.25
O -1.847858 -2.756833 -1.400829 -0.12 -0.02 -0.06
C -2.598467 -2.682254 -2.598418 0.17 0.12 0.02
H -2.918917 -5.123221 -6.014679 -0.03 0.01 0.02
H -1.785492 -5.763277 -4.810710 0.03 -0.09 -0.04
H -2.833525 -6.872091 -5.735996 0.05 -0.01 0.00
H -3.184010 -7.588520 -3.577516 0.09 0.05 0.00
H -4.866233 -7.137657 -3.274431 0.01 -0.02 -0.02
H -3.692021 -6.963472 -1.187407 0.00 0.01 0.03
H -4.141982 -5.343940 -1.756094 -0.13 -0.09 0.03
H -1.848431 -5.268783 -2.682965 0.02 0.00 -0.02
H -0.612595 -5.006431 -0.684766 0.00 0.02 0.06
H -1.944547 -5.729142 0.200601 -0.06 0.00 0.00
H -1.951381 -3.366282 0.511463 -0.02 -0.01 0.02
H -3.388915 -3.735845 -0.410946 -0.02 0.00 -0.13
H -3.648632 -2.936448 -2.437422 -0.01 -0.05 0.00
H -2.181778 -3.329762 -3.375938 -0.11 -0.06 -0.03
H -2.543236 -1.654715 -2.962073 -0.01 0.01 0.03
C 5.978517 1.598760 -4.960066 -0.09 0.07 -0.06
O 4.912950 1.603289 -5.892135 0.12 -0.09 0.16
C 4.647034 0.334432 -6.478188 -0.13 0.10 -0.28
C 3.295760 -0.185293 -6.039030 0.03 0.06 0.25
N 3.310882 -0.556614 -4.629219 -0.11 0.05 -0.13
C 1.998316 -0.871944 -4.075582 0.19 0.00 0.14
C 0.972887 0.253827 -3.991047 -0.22 -0.20 0.08
O 1.320662 1.280603 -3.078072 0.03 0.10 -0.04
C 2.130374 2.319796 -3.605777 -0.02 0.02 0.24
H 6.160983 2.631094 -4.667291 -0.03 0.01 -0.02
H 5.730950 1.021718 -4.062696 0.09 -0.06 -0.01
H 6.891835 1.195056 -5.406641 0.02 -0.03 0.04
H 5.437626 -0.383942 -6.245221 -0.01 0.00 0.11
H 4.631701 0.475491 -7.562977 0.03 -0.01 0.00
H 3.038989 -1.065622 -6.635216 -0.03 -0.01 0.01
H 2.555803 0.598593 -6.251608 0.00 -0.03 -0.16
H 3.712012 0.204426 -4.096855 0.04 -0.01 0.03
H 2.159803 -1.246405 -3.061275 -0.07 -0.02 0.00
H 1.564223 -1.696868 -4.648942 -0.01 0.02 -0.05
H 0.046244 -0.183583 -3.607776 0.00 0.01 0.02
H 0.731790 0.679354 -4.971811 0.13 0.06 -0.02
H 1.933973 2.490554 -4.666491 0.03 -0.04 -0.03
H 3.193691 2.113274 -3.459056 0.03 0.01 -0.13
H 1.895918 3.232872 -3.057061 -0.05 -0.01 0.00
```
Forces are in eV/Å.

Properties
Gap between HOMO and LUMO ... 6.250 eV
Total charge ... 0
Calculated total energy ... -183815.7225 eV

---

# 3
A structure of composition C30H47BrN4OP2Sr. Source: the Open Molecules 2025 dataset; level of theory: ωB97M-V with the def2-TZVPD basis set.

XYZ file:
```
86
Properties=species:S:1:pos:R:3:forces:R:3
N -5.056446 3.637188 -1.738371 -0.39 -0.17 0.28
C -4.303840 4.717519 -1.541347 0.28 -0.03 -0.38
C -3.012993 4.845127 -2.064590 0.12 -1.00 0.20
C -2.448642 3.729228 -2.745374 -1.20 0.51 0.05
C -3.356726 2.730071 -3.157159 -0.35 -0.21 0.59
C -4.625812 2.678973 -2.559242 0.77 0.52 -0.44
C -1.024658 3.642656 -3.052838 0.11 -0.20 -2.48
Sr 0.126963 3.079845 -1.048619 -0.62 0.45 4.11
P 2.230293 1.323404 -1.153860 1.24 -2.39 0.69
C -0.295076 2.477611 -3.293530 -2.29 -0.72 -3.37
C -0.698894 1.096432 -3.023635 0.84 1.26 0.12
C -0.195800 0.026521 -3.826390 0.69 -0.27 -0.13
C -0.305589 -1.286705 -3.491315 0.18 0.03 -0.20
C -0.807332 -1.710572 -2.151379 -2.27 1.13 -0.99
C -1.644558 -0.606195 -1.536734 -0.30 0.43 0.19
C -1.511261 0.704954 -1.915156 -0.53 -0.60 0.21
Br 0.689018 -1.935090 -0.977722 1.28 -0.47 1.85
H -0.553550 4.598528 -3.301091 0.13 -0.16 0.03
H 0.648020 2.588095 -3.870233 -0.45 0.00 0.42
H -2.446462 5.752474 -1.869985 0.09 -0.19 0.05
H -3.072495 1.957240 -3.877315 0.09 0.20 0.48
H -4.735472 5.504732 -0.909525 0.18 -0.28 -0.37
H -5.291425 1.825219 -2.742601 0.18 0.48 0.01
H 0.290239 0.299726 -4.777926 -0.17 -0.28 0.50
H -2.085636 1.475688 -1.374206 0.22 -0.64 -0.16
H 0.194136 -2.046066 -4.093891 -0.27 0.30 -0.01
H -2.269462 -0.850914 -0.655975 0.43 0.16 -0.62
P -1.620090 -3.411971 -2.102887 0.93 1.92 -0.49
C 2.816512 3.106740 -0.952501 1.00 0.12 -0.33
C 4.238141 3.697322 -0.903298 -0.09 0.60 -0.27
H 2.350831 3.479772 -0.002553 -0.09 -0.27 -0.73
H 2.358422 3.594033 -1.838488 0.08 0.20 0.35
H 4.103968 4.787418 -0.999489 0.25 -0.30 0.00
H 4.737727 3.536177 0.050293 0.00 -0.02 -0.19
H 4.884561 3.384344 -1.729964 -0.16 -0.13 0.24
C 3.276816 0.266353 -2.317182 0.18 1.28 -0.83
C 3.641205 -1.190815 -2.009439 -0.44 -0.40 -0.12
H 4.197002 0.860540 -2.398408 -0.06 -0.20 -0.41
H 2.757139 0.263520 -3.284983 0.32 0.21 0.09
H 4.297459 -1.557969 -2.806810 -0.03 0.21 0.13
H 4.136456 -1.373580 -1.056120 0.01 0.11 -0.19
H 2.737966 -1.810277 -2.025830 0.74 0.22 -0.21
C 2.933871 0.481637 0.307936 -0.44 -0.26 0.61
C 4.435570 0.700034 0.430753 0.53 -0.11 0.47
H 2.676048 -0.594447 0.187057 0.24 0.79 0.14
H 2.411430 0.809849 1.210078 0.26 -0.22 -0.30
H 4.804870 0.331129 1.398209 -0.09 0.15 -0.18
H 5.013951 0.165822 -0.327462 -0.15 0.17 0.10
H 4.702906 1.757335 0.336507 -0.05 -0.52 0.25
C -2.041168 -3.592804 -0.344770 -0.21 -0.13 0.27
C -1.755085 -4.963012 0.249664 -0.05 -0.32 0.21
H -3.097840 -3.318447 -0.214641 0.24 -0.15 -0.22
H -1.461926 -2.845716 0.214279 -0.12 -0.13 -0.37
H -2.272600 -5.766605 -0.281747 0.08 0.05 0.07
H -0.681155 -5.173314 0.255242 -0.16 -0.01 -0.01
H -2.107683 -4.971711 1.286780 0.11 -0.09 -0.20
C -0.329262 -4.471100 -2.820354 0.18 -0.46 0.62
C -0.458786 -4.715963 -4.316332 -0.22 -0.12 -0.35
H -0.336703 -5.408500 -2.248155 0.03 0.04 -0.23
H 0.639173 -3.997933 -2.607223 -0.35 -0.09 0.12
H -1.401067 -5.210723 -4.563065 0.16 -0.01 -0.07
H -0.399075 -3.788694 -4.893801 -0.07 -0.20 0.09
H 0.363678 -5.356357 -4.647006 -0.16 0.04 0.08
C -3.062926 -3.381184 -3.180995 -0.08 -0.52 -0.05
C -4.175998 -2.497814 -2.647285 -0.40 0.26 0.02
H -3.397567 -4.428513 -3.273582 0.03 0.27 -0.04
H -2.741536 -3.058286 -4.181518 0.10 -0.07 0.30
H -3.861843 -1.454931 -2.558790 0.01 -0.14 0.00
H -5.024438 -2.523121 -3.335092 0.07 -0.06 0.12
H -4.521354 -2.841793 -1.669310 -0.09 0.08 -0.16
C -3.621358 2.159471 2.368548 -0.59 -0.09 -0.14
N -2.162189 2.076039 2.501105 -0.20 -0.42 0.56
C -1.558756 1.497932 3.587216 0.34 0.49 -0.53
C -0.196796 1.480322 3.679591 -0.35 -0.34 0.69
C 0.538684 2.103415 2.657583 0.25 0.25 -1.49
N -0.048493 2.543598 1.535294 -0.25 -0.08 1.04
C -1.405433 2.515721 1.453894 0.00 0.65 -1.73
O -1.946727 2.900525 0.376683 0.40 -0.37 1.38
N 1.884843 2.216822 2.647866 0.01 0.79 0.64
H -4.092591 1.865198 3.306046 0.21 0.07 0.02
H -3.989546 1.483195 1.585108 0.27 0.26 0.12
H -3.931887 3.181642 2.119513 0.24 -0.31 0.04
H -2.235905 1.107967 4.341790 0.24 0.01 -0.08
H 0.331445 1.030187 4.510326 -0.28 0.06 0.07
H 2.417649 2.034857 3.489642 -0.12 0.10 -0.17
H 2.256419 2.930077 2.010395 -0.15 -0.69 0.63
```
Forces are in eV/Å.

Properties
Gap between HOMO and LUMO (spin up / spin down) ... 5.885 / 5.887 eV
Relative energy (zero: lowest compared OMol25 entry of this formula, charge and spin) ... 0.489 eV
Total charge ... +2
Calculated total energy ... -129322.4374 eV

---

Calculated max |F| (hartree/bohr), listed in the same order as above: 0.0214, 0.0410, 0.0814
Calculated M (g mol⁻¹), listed in the same order as above: 763.94, 998.00, 709.21